[1]
Computed, not measured: a molecular structure, C6H11NiO4, with wB97M-V/def2-TZVPD.

XYZ file:
```
22
Properties=species:S:1:pos:R:3:forces:R:3:nbo_charge:R:1
O -1.6109 0.3010 -0.6602 -0.1 -0.2 -0.9 -0.602
C -1.8148 -1.0838 -0.3742 0.0 -0.5 0.1 -0.096
C -0.5112 -1.6324 0.1573 -0.1 -0.2 0.8 -0.095
O 0.5627 -1.1632 -0.6501 -0.2 -0.4 -0.5 -0.619
C 1.8462 -1.1388 -0.0186 0.9 -1.1 0.2 -0.102
C 2.3380 0.2704 0.2592 0.2 0.4 0.7 -0.108
O 1.7352 1.2303 -0.5625 -1.1 0.1 -0.7 -0.770
Ni 0.2063 0.6216 -1.6158 0.4 2.0 1.5 1.369
H -2.1093 -1.5642 -1.3161 0.1 0.2 0.2 0.219
H -2.6212 -1.2303 0.3551 0.2 0.1 -0.2 0.224
H -0.5292 -2.7307 0.1727 0.0 0.2 0.0 0.220
H -0.3605 -1.2508 1.1789 0.0 -0.2 -0.2 0.193
H 2.5371 -1.6846 -0.6754 -0.3 0.2 0.0 0.210
H 1.8115 -1.6912 0.9321 -0.1 0.0 -0.4 0.205
H 3.4269 0.2930 0.0771 -0.3 0.1 0.2 0.212
H 2.1548 0.5207 1.3163 0.1 0.0 -0.2 0.179
C 0.1031 2.3580 -0.3352 -1.2 -0.8 -0.6 0.056
O -0.7591 1.9982 0.6424 0.9 0.7 -0.2 -0.514
C -1.9367 1.3181 0.2504 -0.2 0.0 0.1 0.230
H 0.5459 3.3185 -0.0341 0.6 -0.7 -0.2 0.194
H -2.3938 0.9433 1.1743 0.1 -0.1 -0.3 0.200
H -2.6211 1.9970 -0.2736 0.3 0.0 0.3 0.198
```
Positions in Å, forces in eV/Å.

Output
Total charge = +1
Energy above the lowest of the compared OMol25 structures with the same formula, charge and spin = 0.803 eV
E = -55622.144 eV
Frontier orbital gap (alpha / beta) = 8.90 / 8.74 eV
2S+1 = 3
LUMO (alpha / beta) = -3.99 / -4.61 eV
E_HOMO (alpha / beta) = -12.89 / -13.34 eV
<S²> = 2.009

=====

[2]
Computed, not measured: a gas-phase ion, C6H11O (charge -1), with wB97M-V/def2-TZVPD.

XYZ file:
```
18
Properties=species:S:1:pos:R:3:forces:R:3:nbo_charge:R:1
C 0.0182 -2.1874 -1.2945 -1.3 0.5 1.3 -0.510
C 0.0893 -0.9314 -0.8227 1.7 -0.3 -1.5 0.118
C 1.1097 0.0365 -1.4904 -2.5 -0.3 0.2 -0.710
C -0.7755 -0.3734 0.2405 0.8 -0.3 1.8 -0.484
C -0.0019 0.3269 1.4131 0.8 0.6 -0.7 -0.426
C -0.4629 1.8060 1.4752 -1.1 0.0 0.2 -0.006
O -0.2827 2.4123 0.2920 0.1 0.0 0.0 -0.959
H 0.4858 -2.5618 -2.1872 0.5 0.0 0.0 0.182
H -0.7248 -2.8064 -0.7864 0.2 -0.3 -0.4 0.174
H 2.0303 -0.5007 -1.6742 0.5 0.5 0.2 0.199
H 1.0321 0.9821 -0.9348 0.9 -0.1 0.0 0.291
H 0.6346 0.2799 -2.4478 0.3 0.0 -0.2 0.205
H -1.3828 0.4119 -0.2170 -0.3 -0.1 0.2 0.260
H -1.2995 -1.1915 0.7525 -0.6 0.1 -0.7 0.188
H 0.0502 -0.2158 2.3677 -0.7 -0.1 -0.1 0.168
H 1.0580 0.3915 1.1398 0.0 0.0 -0.1 0.180
H -1.5624 1.7975 1.8296 0.3 -0.2 -0.3 0.044
H -0.0158 2.3238 2.3447 0.6 0.0 0.2 0.086
```
Positions in Å, forces in eV/Å.

Output
Total charge = -1
Energy above the lowest of the compared OMol25 structures with the same formula, charge and spin = 0.379 eV
E = -8446.492 eV
Frontier orbital gap = 6.40 eV
2S+1 = 1
LUMO = 3.93 eV
E_HOMO = -2.47 eV
SMILES string = C=C(C)CCC[O-]

=====

[3]
Computed, not measured: a gas-phase ion, C6H11O (charge -1), with wB97M-V/def2-TZVPD.

XYZ file:
```
18
Properties=species:S:1:pos:R:3:forces:R:3:nbo_charge:R:1
C 3.1810 -1.1458 0.7435 0.5 0.1 -0.9 -0.643
C 2.2657 0.0570 0.6892 0.5 1.0 0.2 -0.242
C 0.9867 0.0954 0.3622 -0.7 -1.1 0.1 -0.134
C -0.1431 1.0599 0.6743 -0.3 -0.4 -2.8 -0.461
C -1.2084 0.9448 -0.5055 -1.0 0.2 1.3 -0.430
C -2.1225 -0.3970 -0.5406 1.9 1.0 0.4 0.033
O -3.0369 -0.3981 -1.4793 -0.1 -0.3 -0.3 -0.926
H 2.9047 -1.9857 1.3863 -0.3 0.5 0.4 0.208
H 3.2957 -1.6409 -0.2343 0.2 0.4 0.0 0.207
H 4.1558 -0.7492 1.0696 -0.1 -0.6 -0.2 0.199
H 2.7550 1.0149 0.9053 -0.1 -0.3 0.6 0.167
H 0.6280 -0.8293 -0.1089 -0.2 0.1 0.5 0.189
H -0.6043 0.6953 1.5788 -0.2 0.2 0.5 0.209
H 0.1300 2.1180 0.6985 0.4 -0.2 0.6 0.195
H -1.9710 1.7404 -0.3921 0.4 -0.1 0.0 0.178
H -0.7050 1.1343 -1.4512 0.0 -0.2 -0.3 0.172
H -2.4783 -0.4809 0.5220 -0.2 0.1 0.2 0.044
H -1.2862 -1.1721 -0.5409 -0.6 -0.5 -0.4 0.034
```
Positions in Å, forces in eV/Å.

Output
Total charge = -1
Energy above the lowest of the compared OMol25 structures with the same formula, charge and spin = 0.799 eV
E = -8446.072 eV
Frontier orbital gap = 5.82 eV
2S+1 = 1
LUMO = 3.55 eV
E_HOMO = -2.27 eV
SMILES string = C/C=C/CCC[O-]

=====

[4]
Computed, not measured: C6H11P in the gas phase, with wB97M-V/def2-TZVPD.

XYZ file:
```
18
Properties=species:S:1:pos:R:3:forces:R:3:nbo_charge:R:1
H 3.7052 0.4565 -0.8042 -0.7 -0.2 0.7 -0.044
P 2.6940 0.1772 0.2406 0.7 0.4 -0.9 0.400
C 1.3508 0.4202 -0.6966 -2.8 0.4 -0.1 -0.579
C -0.1955 0.2173 0.0481 3.7 -0.7 -1.4 -0.261
C -1.1106 1.3688 -0.2135 -0.1 -1.5 -0.8 -0.213
C -1.0575 2.4427 0.4981 -2.3 3.1 1.3 -0.359
C -0.6757 -1.1864 -0.4165 -0.4 1.0 2.0 -0.393
C -0.1247 -2.1773 0.5834 2.8 5.6 0.0 -0.581
H 1.3384 0.7141 -1.7929 0.0 -0.4 1.5 0.221
H 0.1487 0.1115 1.1208 -0.9 0.5 -0.9 0.215
H -1.9094 1.3124 -0.9336 0.0 -0.5 -0.5 0.207
H -1.8789 3.2658 0.4924 1.8 -1.4 -0.3 0.203
H -0.3721 2.4740 1.2991 0.9 0.4 0.8 0.187
H -0.3159 -1.4524 -1.3616 0.3 -0.1 -1.7 0.202
H -1.7488 -1.1901 -0.3986 -0.7 -0.1 -0.3 0.197
H -0.5640 -1.9488 1.5312 0.2 -0.1 0.9 0.199
H -0.2832 -3.0989 0.3229 -0.8 -5.4 -1.4 0.196
H 0.9991 -1.9068 0.4808 -1.6 -1.1 1.1 0.202
```
Positions in Å, forces in eV/Å.

Output
Energy above the lowest of the compared OMol25 structures with the same formula, charge and spin = 2.072 eV
E = -15685.772 eV
Frontier orbital gap = 9.89 eV
2S+1 = 1
LUMO = 0.45 eV
E_HOMO = -9.44 eV
SMILES string = [H]/P=C/[C@@H](C=C)CC

=====

[5]
Computed, not measured: a molecular structure, C6H11P, with wB97M-V/def2-TZVPD.

XYZ file:
```
18
Properties=species:S:1:pos:R:3:forces:R:3:nbo_charge:R:1
C -3.0011 -0.3920 0.0810 -2.0 1.1 1.8 -0.390
C 1.3152 -2.0509 -0.3337 1.2 -2.5 0.4 -0.470
C -2.1258 0.6147 0.0699 1.8 -0.3 0.6 -0.498
C 0.1156 -1.7195 0.0799 -2.1 3.8 -1.6 -0.317
C 1.9975 1.3397 -0.2153 -1.4 1.3 1.5 -0.614
C 0.4675 1.4010 0.1146 1.0 1.7 2.0 -0.738
P -0.5730 0.2524 -0.9293 0.5 -1.4 2.4 0.679
H -3.9062 -0.4261 0.7439 0.9 0.5 -0.4 0.196
H -3.0044 -1.2840 -0.5080 0.7 -0.2 -0.7 0.199
H 1.7302 -3.0425 0.0905 -0.3 1.6 -0.7 0.202
H 1.9664 -1.5597 -1.1180 -1.1 -0.4 1.1 0.221
H -1.9755 1.5157 0.8156 -1.1 -1.9 -1.6 0.237
H -0.7140 -2.0933 0.7408 1.5 0.0 -0.6 0.225
H 2.6681 2.1090 0.1704 -0.6 0.6 -0.4 0.215
H 2.4773 0.4821 0.1290 0.2 -1.9 1.2 0.208
H 2.0298 1.1870 -1.2113 0.8 0.4 -3.7 0.196
H -0.0249 2.4968 0.0557 1.3 -2.3 -0.1 0.226
H 0.5574 1.1694 1.2243 -1.3 0.1 -1.1 0.225
```
Positions in Å, forces in eV/Å.

Output
Energy above the lowest of the compared OMol25 structures with the same formula, charge and spin = 3.114 eV
E = -15684.730 eV
Frontier orbital gap = 9.15 eV
2S+1 = 1
LUMO = 0.86 eV
E_HOMO = -8.28 eV

=====

[6]
Computed, not measured: C6H11PS3 in the gas phase, with wB97M-V/def2-TZVPD.

XYZ file:
```
21
Properties=species:S:1:pos:R:3:forces:R:3:nbo_charge:R:1
C 1.5124 -0.8320 -1.0092 -0.9 0.4 1.2 -0.093
C -1.9410 0.4753 1.5231 -2.2 1.2 1.4 -0.059
C 1.7539 -0.3232 0.2308 -1.6 0.8 -0.6 -0.578
C -0.9232 0.2364 0.7459 0.3 -1.5 0.3 -0.671
C 2.3678 -1.9443 -1.5241 -0.3 2.1 0.2 -0.650
C -3.2981 -0.0747 1.2367 -0.4 -0.4 -2.2 -0.665
P 0.6339 1.0318 0.9095 1.6 0.1 -1.6 1.106
S 1.2780 2.2231 2.3399 -0.7 -1.1 -0.8 -0.473
S 0.3503 2.6593 -0.9582 0.7 -1.0 1.1 0.134
S -0.0546 1.9418 -2.7605 0.2 0.0 0.3 -0.482
H 0.5367 -0.5957 -1.5461 1.7 0.2 0.4 0.235
H -1.9574 1.2342 2.2960 0.5 0.3 0.0 0.216
H 2.4229 -0.7838 0.9568 0.5 0.5 -0.4 0.237
H -1.0682 -0.7172 0.2081 0.7 0.9 -0.5 0.254
H 3.0553 -2.1990 -0.7747 1.0 -0.8 0.8 0.213
H 2.8583 -1.7742 -2.4495 0.8 0.9 -0.8 0.235
H 1.7421 -2.6928 -1.8203 -1.7 -2.6 -0.2 0.222
H -3.2869 -1.1500 0.9561 0.2 0.7 -0.1 0.222
H -3.5893 0.5437 0.3141 0.0 -1.1 1.1 0.243
H -4.1120 0.0199 1.9332 0.2 0.4 0.7 0.231
H 1.7189 2.7213 -0.8075 -0.5 0.1 -0.3 0.124
```
Positions in Å, forces in eV/Å.

Output
Energy above the lowest of the compared OMol25 structures with the same formula, charge and spin = 0.408 eV
E = -48192.543 eV
Frontier orbital gap (alpha / beta) = 7.06 / 7.06 eV
2S+1 = 1
LUMO (alpha / beta) = -0.78 / -0.78 eV
E_HOMO (alpha / beta) = -7.84 / -7.84 eV

=====

[7]
Computed, not measured: C6H12 in the gas phase, with wB97M-V/def2-TZVPD.

XYZ file:
```
18
Properties=species:S:1:pos:R:3:forces:R:3:nbo_charge:R:1
C 1.2119 1.2328 1.6534 0.0 -0.2 0.1 -0.611
C 1.0472 0.3644 0.4091 0.0 -0.4 0.2 -0.211
C 0.2961 -1.0193 0.3889 -0.1 0.0 0.2 -0.393
C -0.3139 -0.5713 -0.9551 -0.1 -0.1 -0.1 -0.207
C -1.7233 -0.9918 -1.2770 -0.1 0.0 0.0 -0.603
C -0.0345 0.8770 -0.5638 0.0 0.1 0.0 -0.399
H 0.2665 1.2272 2.2095 0.2 -0.1 0.1 0.201
H 1.4058 2.2923 1.4147 0.0 -0.4 -0.2 0.212
H 2.0158 0.9048 2.3169 -0.1 -0.1 0.0 0.209
H 1.9721 -0.0060 -0.0258 0.5 1.2 -0.5 0.204
H -0.4171 -1.0925 1.2131 -0.3 0.0 -0.2 0.193
H 0.8606 -1.9653 0.3294 0.1 0.5 0.3 0.201
H 0.3745 -0.8274 -1.7736 -0.1 -0.2 0.2 0.193
H -2.1017 -0.4532 -2.1521 0.0 -0.1 0.1 0.207
H -1.7679 -2.0679 -1.4750 -0.1 0.1 0.0 0.208
H -2.3722 -0.7705 -0.4220 0.0 0.0 -0.2 0.201
H 0.1444 1.6205 -1.3495 0.3 -0.2 0.2 0.205
H -0.8644 1.2461 0.0590 0.1 0.0 -0.1 0.189
```
Positions in Å, forces in eV/Å.

Output
Energy above the lowest of the compared OMol25 structures with the same formula, charge and spin = 1.139 eV
E = -6415.802 eV
Frontier orbital gap = 11.49 eV
2S+1 = 1
LUMO = 1.23 eV
E_HOMO = -10.26 eV
SMILES string = C[C@H]1C[C@@H](C)C1

=====

[8]
Computed, not measured: C6H12 in the gas phase, with wB97M-V/def2-TZVPD.

XYZ file:
```
18
Properties=species:S:1:pos:R:3:forces:R:3:nbo_charge:R:1
C 1.1226 -0.0416 2.9099 0.2 1.1 2.1 -0.666
C 0.6727 0.0362 1.5084 0.1 1.5 -2.8 -0.166
C 0.7275 -0.7827 0.4109 -1.1 1.6 4.1 -0.204
C 0.2209 -0.3354 -0.8867 1.2 -3.8 -4.5 -0.430
C -1.1420 0.2688 -1.1169 -2.4 -0.1 0.6 -0.423
C -1.3702 0.6147 -2.6074 -1.1 0.8 -1.2 -0.621
H 0.9960 1.0258 3.3015 0.7 -1.4 -0.3 0.213
H 0.5326 -0.5814 3.6945 0.5 -0.3 -1.1 0.227
H 2.1988 -0.3202 2.9374 -0.7 0.1 0.4 0.228
H 0.5065 1.1539 1.3073 -0.3 -1.7 -0.4 0.173
H 0.9053 -1.8243 0.6154 0.3 -0.4 -0.3 0.200
H 0.0978 -1.3791 -1.4993 0.8 2.2 1.0 0.195
H 1.0862 0.2240 -1.5150 -2.2 -0.9 1.4 0.220
H -1.1570 1.0681 -0.4297 0.0 2.2 0.0 0.201
H -2.1950 -0.1387 -0.6862 2.8 -0.6 -0.9 0.213
H -1.8658 1.6565 -2.6344 0.8 -1.6 -0.3 0.216
H -2.1025 -0.1040 -3.2117 1.6 1.3 1.6 0.214
H -0.3920 0.6591 -3.1895 -1.3 0.0 0.8 0.210
```
Positions in Å, forces in eV/Å.

Output
Energy above the lowest of the compared OMol25 structures with the same formula, charge and spin = 3.112 eV
E = -6413.829 eV
Frontier orbital gap = 10.27 eV
2S+1 = 1
LUMO = 1.21 eV
E_HOMO = -9.06 eV
SMILES string = C/C=C/CCC

=====

[9]
Computed, not measured: 2 unconnected molecules or ions with the total composition C6H12, with wB97M-V/def2-TZVPD.

XYZ file:
```
18
Properties=species:S:1:pos:R:3:forces:R:3:nbo_charge:R:1
C -1.1177 0.7264 0.7991 -0.2 0.0 -0.4 -0.383
C -1.2420 -0.7111 0.3610 -0.1 0.0 -0.2 -0.429
C 0.0827 -1.4908 0.4019 0.0 0.0 0.0 -0.439
C 1.0822 -0.9634 -0.5890 0.2 0.1 0.0 -0.174
C 2.1519 -0.2362 -0.2843 -0.1 -0.2 0.0 -0.396
C -0.1650 2.0145 -0.8325 -0.7 -1.0 0.9 -0.613
H -0.0673 1.6995 0.2793 0.7 1.0 -0.5 0.237
H -0.6633 0.7882 1.8124 0.3 0.3 -0.8 0.204
H -2.0593 1.2714 0.8483 0.1 -0.1 -0.3 0.211
H -1.9742 -1.2292 1.0020 0.1 0.1 -0.1 0.212
H -1.6482 -0.7130 -0.6534 0.0 -0.2 0.0 0.209
H -0.1286 -2.5465 0.1881 0.0 0.1 0.0 0.215
H 0.5095 -1.4504 1.4139 -0.1 0.0 -0.1 0.201
H 0.8527 -1.1588 -1.6388 0.1 0.0 0.1 0.194
H 2.3980 0.0101 0.7474 0.0 -0.1 -0.1 0.190
H 2.8037 0.1730 -1.0519 -0.1 -0.1 0.1 0.202
H 0.2789 1.3673 -1.5994 -0.2 -0.2 0.7 0.182
H -1.0939 2.4489 -1.2040 0.0 0.1 0.6 0.177
```
Positions in Å, forces in eV/Å.

Output
Energy above the lowest of the compared OMol25 structures with the same formula, charge and spin = 5.289 eV
E = -6411.652 eV
Frontier orbital gap = 8.57 eV
2S+1 = 1
LUMO = 0.63 eV
E_HOMO = -7.95 eV

=====

[10]
Computed, not measured: a molecular structure, C6H12, with wB97M-V/def2-TZVPD.

XYZ file:
```
18
Properties=species:S:1:pos:R:3:forces:R:3:nbo_charge:R:1
C 2.4914 0.4779 0.3378 -0.1 -0.1 -0.4 -0.592
C 1.4619 -0.6036 -0.0164 0.3 -1.2 -0.9 -0.413
C 0.3001 -0.0904 -0.8314 -0.5 0.1 1.0 -0.573
C -0.9704 -0.0205 -0.1399 2.0 1.5 0.2 0.165
C -1.7267 -1.2002 0.1534 0.3 0.1 -0.6 -0.561
C -1.7081 1.2627 0.1576 -0.6 -0.4 -0.8 -0.672
H 3.3065 0.0968 0.9672 -0.1 0.0 -0.2 0.194
H 2.8913 0.9084 -0.5803 0.2 0.0 0.0 0.202
H 1.9903 1.2779 0.8642 -0.1 0.3 0.2 0.195
H 1.0961 -0.9901 0.9201 -0.3 -0.3 0.7 0.179
H 1.9920 -1.4513 -0.5010 -0.1 0.3 0.1 0.179
H -1.7624 -0.8515 -0.9817 -1.6 -1.7 0.6 0.329
H 0.2017 -0.3019 -1.9105 0.6 1.3 0.3 0.220
H -1.1979 -2.1409 0.1770 0.0 -0.2 -0.2 0.245
H -2.6818 -1.1252 0.6490 -0.1 0.0 0.4 0.217
H -1.1679 2.0877 -0.2422 0.4 0.6 -0.3 0.241
H -1.8055 1.3949 1.2446 0.2 -0.2 -0.2 0.238
H -2.7105 1.2693 -0.2675 -0.4 0.0 0.1 0.208
```
Positions in Å, forces in eV/Å.

Output
Energy above the lowest of the compared OMol25 structures with the same formula, charge and spin = 5.451 eV
E = -6411.490 eV
Frontier orbital gap = 6.39 eV
2S+1 = 1
LUMO = 0.31 eV
E_HOMO = -6.08 eV

=====

[11]
Computed, not measured: C6H12 in the gas phase, with wB97M-V/def2-TZVPD.

XYZ file:
```
18
Properties=species:S:1:pos:R:3:forces:R:3:nbo_charge:R:1
C -1.4959 -1.4102 -0.1269 -0.7 -0.4 -1.4 -0.612
C -0.2996 -0.8097 0.4814 1.6 0.8 0.9 -0.224
C 0.7654 -0.1287 -0.3378 0.8 0.7 2.1 -0.216
C 2.2646 -0.2255 -0.0467 -0.8 0.5 -0.4 -0.602
C -0.1083 0.6892 0.6106 -0.1 1.2 -1.4 -0.237
C -0.9528 1.7456 -0.1357 -1.0 -0.1 -0.8 -0.616
H -1.7461 -0.9556 -1.1237 0.1 0.0 1.1 0.207
H -2.3287 -1.3073 0.5716 -0.2 -0.2 -0.3 0.215
H -1.3384 -2.4573 -0.4131 -0.1 0.0 0.5 0.215
H 0.1391 -1.2788 1.3737 -0.5 -0.2 -0.4 0.211
H 0.5252 -0.0800 -1.3736 -0.2 0.4 -0.7 0.204
H 2.8525 0.5865 -0.5227 -0.5 -0.4 0.2 0.208
H 2.5095 -0.2132 1.0179 -0.2 -0.2 -0.1 0.206
H 2.5190 -1.1476 -0.5087 1.1 -0.9 -0.1 0.205
H 0.2916 1.0488 1.5760 0.1 -0.3 -0.8 0.210
H -0.2914 2.5695 -0.7143 -1.6 -1.9 1.5 0.215
H -1.7008 2.2131 0.5834 1.0 -0.2 -1.0 0.208
H -1.6050 1.1612 -0.9115 1.2 1.4 1.1 0.204
```
Positions in Å, forces in eV/Å.

Output
Energy above the lowest of the compared OMol25 structures with the same formula, charge and spin = 1.694 eV
E = -6415.247 eV
Frontier orbital gap = 10.47 eV
2S+1 = 1
LUMO = 1.20 eV
E_HOMO = -9.27 eV
SMILES string = C[C@H]1[C@H](C)[C@H]1C